Here is a molecular structure, C3H3ClN2O in a non-equilibrium geometry from OMol25. Energies are from the ωB97M-V functional and the def2-TZVPD basis.

The orbital gap is 0.3779 Eh. Its net charge is 0.

Cartesian coordinates (Å):
C  -1.4550  -0.5654  0.1009
C  -0.2059  0.0292  -0.0082
C  1.7925  0.3348  -0.2474
H  -2.1340  0.3049  -0.5383
H  -1.9925  -0.6640  1.1001
H  -1.5850  -1.5521  -0.4048
N  -0.0626  1.3840  0.0854
N  0.9387  -0.6461  -0.1601
O  1.2417  1.5105  -0.0180
Cl  3.4621  -0.1359  0.0903

---

Here is C4H5N3 in the gas phase in a non-equilibrium geometry from OMol25. Energies are from the ωB97M-V functional and the def2-TZVPD basis.

The orbital gap is 0.3052 Eh. Its net charge is 0.

Cartesian coordinates (Å):
C  -2.9382  0.0073  -0.0470
C  -2.3411  1.3522  0.0404
C  -0.1791  -0.4781  0.0626
C  1.2819  -0.4980  0.0311
N  -2.3600  -1.1613  -0.0063
N  -1.0450  -1.4270  0.0619
N  -0.9241  0.9055  0.0698
H  -4.0158  -0.0719  -0.1564
H  1.6426  -0.0850  -0.9124
H  1.6131  -1.5310  0.1155
H  1.6934  0.0958  0.8482
H  -0.2713  1.6810  0.0889

---

Here is C3H4N2O in the gas phase in a non-equilibrium geometry from OMol25. Energies are from the ωB97M-V functional and the def2-TZVPD basis.

The orbital gap is 0.4186 Eh. Its net charge is 0. The SMILES is [H]/N=C/OCC#N.

Cartesian coordinates (Å):
H  2.3610  -0.1418  -0.9309
N  1.4574  -0.0203  -0.5368
C  1.2089  -0.4673  0.6141
O  -0.0418  -0.2576  1.0153
C  -0.7453  0.5584  -0.1613
C  -2.0026  -0.1408  -0.1680
N  -2.9649  -0.7757  -0.1810
H  1.8913  -0.9837  1.3035
H  -0.4332  0.6792  -1.2258
H  -0.7307  1.5497  0.2710

---

Here is a molecular structure, C14H16AsF6PPtS2Te2 from OMol25. Energies are from the ωB97M-V functional and the def2-TZVPD basis.

The orbital gap (alpha / beta) is 0.2458 / 0.2139 Eh. Its net charge is -1. As for the spin multiplicity: 2.

Cartesian coordinates (Å):
Pt  -1.3640  -0.5540  1.0300
C  -0.9154  -0.9614  4.6996
Te  -1.3923  0.5746  3.2814
C  -3.4046  0.7688  3.9524
H  -0.7258  -0.5136  5.6721
H  -0.0273  -1.4738  4.3375
H  -1.7455  -1.6623  4.7526
H  -4.0159  0.0522  3.4151
H  -3.7151  1.7882  3.7521
H  -3.4088  0.5616  5.0211
F  -3.2806  2.4081  1.2612
As  -3.2204  4.0783  1.7881
F  -2.1474  3.5640  3.0824
F  -1.8479  4.3563  0.7676
F  -3.1376  5.7118  2.3716
F  -4.3024  4.5424  0.5163
F  -4.5799  3.7678  2.8417
S  0.9800  0.3685  0.7486
P  0.6580  -0.4069  -1.0742
S  -1.3259  -0.4402  -1.3792
C  1.3432  -2.0845  -1.1986
C  2.7243  -2.2524  -1.2658
C  3.2679  -3.5244  -1.3011
C  2.4343  -4.6354  -1.2580
C  1.0604  -4.4699  -1.1795
C  0.5118  -3.1957  -1.1514
C  1.5148  0.5111  -2.3762
C  1.7111  -0.0671  -3.6277
C  2.2953  0.6684  -4.6441
C  2.6813  1.9834  -4.4154
C  2.4785  2.5628  -3.1721
C  1.8920  1.8292  -2.1519
H  3.3747  -1.3858  -1.2893
H  4.3416  -3.6506  -1.3577
H  2.8598  -5.6308  -1.2807
H  0.4080  -5.3322  -1.1339
H  -0.5600  -3.0584  -1.0835
H  1.4083  -1.0923  -3.8048
H  2.4490  0.2176  -5.6161
H  3.1366  2.5584  -5.2117
H  2.7677  3.5904  -2.9960
H  1.7176  2.2751  -1.1804
Te  -2.8994  -2.3476  1.8581

---

Here is C3H5N5 in the gas phase in a non-equilibrium geometry from OMol25. Energies are from the ωB97M-V functional and the def2-TZVPD basis.

The orbital gap is 0.3406 Eh. Its net charge is 0. The SMILES is [H]/N=c1\nnncn1C.

Cartesian coordinates (Å):
H  -2.9878  -0.2057  -0.2031
N  -2.0068  -0.1860  -0.6326
C  -1.0954  0.0699  0.1560
N  -1.4732  0.5387  1.3356
N  -0.6602  0.7652  2.2292
N  0.7726  0.6259  2.0512
C  1.1396  0.1789  1.0220
N  0.3531  0.0917  -0.1663
C  0.8076  -0.3571  -1.3951
H  2.2510  -0.1442  0.9474
H  0.2417  0.1825  -2.2206
H  0.7559  -1.6120  -1.5349
H  1.9018  0.0524  -1.5889

---

Here is a molecular structure, C2H4CsO4 in a non-equilibrium geometry from OMol25. Energies are from the ωB97M-V functional and the def2-TZVPD basis.

The orbital gap is 0.1212 Eh. Its net charge is -1.

Cartesian coordinates (Å):
Cs  -18.8193  20.3538  -8.9082
C  -16.3856  19.9178  -10.1860
O  -16.7816  19.5543  -9.0212
O  -15.3016  19.5910  -10.5887
O  -17.0404  20.6794  -10.8512
C  -20.7152  20.5492  -7.0235
O  -19.7229  19.5832  -7.0508
H  -21.6927  20.0777  -7.1241
H  -20.7890  20.9890  -6.0289
H  -20.6812  21.3666  -7.7437
H  -19.6676  19.2449  -6.1541

---

Which E_tot belongs to each record? In order, -760.97179, -319.53359, -301.38883, -5171.43795, -390.95091, -399.57940 hartree.
Which relative energy (zero: lowest compared OMol25 entry of this formula, charge and spin) belongs to each record? In order, 235.6, 469.0, 258.4, 45.5, 439.8, 323.3 kJ/mol.